{"formula": "C24H66ClN6O10", "method": "wB97M-V/def2-TZVPD", "elements": ["C", "H", "H", "C", "H", "H", "C", "H", "N", "C", "H", "H", "H", "H", "O", "H", "C", "O", "H", "H", "O", "H", "H", "H", "H", "H", "O", "H", "H", "C", "C", "H", "H", "C", "C", "H", "N", "C", "C", "H", "H", "H", "H", "H", "C", "H", "H", "C", "O", "N", "H", "N", "H", "H", "H", "H", "O", "C", "O", "H", "O", "H", "C", "C", "C", "H", "H", "H", "H", "H", "H", "H", "H", "Cl", "C", "O", "O", "C", "N", "H", "N", "C", "H", "H", "H", "H", "H", "H", "C", "H", "C", "H", "H", "C", "H", "H", "H", "H", "H", "H", "C", "H", "H", "H", "H", "H", "H"], "positions_angstrom": [[-24.438, -26.860, -4.333], [-22.695, -23.406, 1.770], [-25.623, -20.072, 0.257], [-23.044, -20.952, -8.724], [-23.086, -23.875, 3.934], [-16.977, -21.664, -6.895], [-27.169, -22.497, -6.233], [-27.287, -19.551, -11.339], [-25.289, -19.422, -5.649], [-26.530, -20.615, 0.536], [-22.972, -18.423, -4.642], [-24.711, -27.060, -2.189], [-26.436, -21.638, 0.182], [-18.299, -21.288, -4.944], [-23.748, -22.377, -4.109], [-23.409, -26.033, -2.536], [-26.822, -20.319, -10.720], [-27.436, -21.414, -7.111], [-18.527, -21.221, -7.904], [-27.651, -22.410, -8.820], [-25.695, -22.581, -2.817], [-22.652, -18.496, -7.551], [-25.751, -20.158, -10.850], [-24.829, -20.314, -5.494], [-28.863, -16.260, 1.011], [-22.936, -25.009, -7.700], [-24.525, -23.165, 2.807], [-26.118, -22.784, -6.326], [-25.036, -25.452, -2.712], [-28.831, -16.368, -0.078], [-24.142, -25.825, -5.412], [-21.075, -21.118, -5.706], [-28.595, -20.268, 0.163], [-20.583, -20.066, -3.556], [-27.636, -18.329, 0.213], [-26.671, -17.907, -0.088], [-19.232, -22.822, -6.013], [-23.608, -17.728, -5.192], [-27.287, -20.269, -9.244], [-28.077, -15.718, -0.527], [-20.251, -19.970, -6.716], [-22.769, -19.953, -6.608], [-24.999, -25.201, -5.690], [-25.645, -19.490, -8.612], [-23.370, -19.226, -7.161], [-22.079, -20.529, -9.009], [-27.131, -21.299, -11.096], [-24.391, -25.577, 3.686], [-20.149, -19.500, -4.822], [-23.839, -26.382, 4.804], [-20.121, -23.000, -5.568], [-23.450, -27.955, -4.264], [-24.960, -17.784, -6.857], [-22.889, -21.782, -8.033], [-29.854, -16.040, -0.279], [-22.913, -26.074, 5.079], [-23.959, -26.554, -6.614], [-24.394, -26.311, -2.917], [-28.661, -17.677, -0.574], [-26.398, -25.771, 4.644], [-23.630, -22.611, -1.728], [-24.160, -22.659, 0.912], [-20.145, -20.553, -5.796], [-23.775, -23.410, 1.594], [-27.661, -19.818, -0.176], [-26.230, -26.810, 3.302], [-17.540, -20.060, -6.916], [-24.419, -26.238, 5.622], [-27.931, -23.270, -6.353], [-27.184, -22.064, -5.233], [-24.791, -23.753, 4.744], [-18.490, -23.355, -5.580], [-22.678, -27.705, -3.664], [-24.360, -22.041, -2.833], [-24.347, -18.489, -6.288], [-23.984, -19.982, -8.209], [-24.292, -20.607, -2.753], [-27.042, -21.572, -8.462], [-26.615, -19.150, -8.585], [-23.921, -25.909, 2.761], [-27.421, -19.855, -1.656], [-24.168, -24.034, 3.896], [-23.078, -28.206, -5.171], [-26.458, -18.384, -9.236], [-27.221, -20.823, -1.897], [-23.318, -25.136, -5.205], [-27.728, -18.147, 1.286], [-23.456, -26.437, -8.576], [-25.916, -25.831, 3.668], [-23.019, -16.875, -5.543], [-17.892, -21.089, -7.029], [-26.284, -25.104, 2.942], [-21.625, -20.361, -3.677], [-18.843, -21.375, -5.889], [-23.558, -21.277, -9.629], [-26.005, -21.903, -8.588], [-26.666, -20.435, 1.604], [-25.260, -18.998, -4.730], [-26.464, -19.511, -1.679], [-20.485, -19.424, -2.681], [-23.723, -25.766, -7.760], [-24.652, -25.249, -8.022], [-25.443, -27.241, -4.519], [-28.373, -20.159, -9.286], [-24.302, -17.186, -4.547], [-23.955, -24.448, 1.308], [-19.915, -20.904, -3.341]], "forces_ev_per_a": [[1.06, 0.24, 1.05], [0.13, 0.70, 0.05], [0.34, -0.31, 0.07], [-1.38, 0.62, -0.41], [0.16, -0.09, 1.19], [-0.30, -0.57, -0.63], [0.48, 1.39, -0.11], [-0.29, 0.04, 0.22], [0.51, 0.63, 0.54], [-0.32, 2.06, -0.18], [-0.04, 0.18, 0.27], [-0.18, -0.32, -0.29], [-0.24, -0.07, 0.35], [-0.10, 0.49, 0.15], [0.17, -0.54, 0.06], [0.26, 0.18, -0.61], [-0.48, -0.98, 0.28], [0.23, 0.59, -0.31], [0.87, -0.18, -0.55], [-0.10, 0.09, -0.79], [-0.42, 0.55, 0.14], [0.05, -0.01, -0.43], [0.13, -0.36, 0.28], [0.04, -0.18, -0.06], [0.78, -0.42, 0.22], [0.17, -0.06, 0.55], [-0.19, -0.66, 0.19], [-0.10, -0.72, -0.32], [-0.01, 0.13, -0.39], [-0.89, 0.11, -0.25], [-0.75, 0.25, -0.93], [0.24, -0.52, 0.19], [-0.37, 0.18, -0.61], [0.42, -0.20, -0.68], [-0.30, -0.72, -1.42], [0.23, 0.01, 0.00], [0.31, 0.74, -0.36], [0.43, 0.84, -0.42], [-0.10, 0.46, -0.76], [-0.11, 0.35, 0.18], [0.00, -0.24, -0.31], [-0.14, 0.18, 0.62], [-0.28, 0.33, 1.03], [-0.32, 0.13, 0.98], [0.42, -0.02, -0.28], [0.01, 0.28, 0.13], [0.27, 0.02, -0.53], [-0.99, 0.10, 1.20], [0.05, -0.60, 1.01], [0.08, 0.43, -0.30], [0.15, -0.15, 0.30], [-0.40, -0.32, -0.68], [0.19, -0.01, -0.37], [-0.07, 0.01, 0.13], [0.15, 0.12, -0.86], [0.14, 0.03, -0.18], [1.36, -0.52, -0.50], [-0.78, 0.64, 1.10], [0.34, 0.04, 1.98], [0.21, 0.62, 0.10], [0.22, -0.11, 0.02], [0.47, -0.30, -0.39], [0.42, 1.92, -0.83], [-0.80, -0.60, 1.37], [1.07, -0.34, -0.29], [0.47, -0.13, -0.15], [-0.23, 0.22, -0.39], [-0.09, -0.02, 0.04], [0.33, -0.41, 0.02], [-0.46, -0.14, 0.07], [0.47, 0.35, 0.23], [-0.29, -0.41, 0.03], [0.01, 0.16, -0.05], [0.89, -0.49, -0.82], [-0.46, -0.41, 0.13], [1.66, -0.21, 0.15], [-0.79, 0.62, 0.58], [-0.40, -0.41, 0.45], [0.78, -0.21, -0.10], [-0.08, -0.04, 0.00], [-0.02, -0.33, 1.16], [0.43, -0.54, -1.85], [-0.11, 0.08, -0.10], [-0.91, 0.19, -0.29], [-0.41, -0.24, -0.18], [0.29, -0.25, 0.18], [-0.43, -0.08, 0.08], [-0.07, -0.08, 0.04], [0.50, -0.14, -1.16], [0.44, -0.32, -0.42], [-0.60, 1.27, 0.98], [-0.58, 0.10, 0.34], [0.00, -0.32, 0.32], [-0.76, -1.80, 1.25], [0.32, -0.47, -0.04], [0.34, 0.17, 0.36], [0.19, -0.83, 0.22], [-1.01, -0.77, 0.52], [0.08, 0.41, -0.57], [0.03, 0.67, -0.53], [-0.63, -0.16, -0.10], [-0.04, 0.18, -0.16], [0.09, -0.31, -0.11], [-0.07, 0.37, 0.29], [-0.29, -0.61, 0.28], [-0.35, 0.22, -0.73], [-0.35, -0.40, 0.08]], "e_above_lowest_ev": 3.046, "charge": -1, "e_lumo_ev": 2.551, "multiplicity": 1}



{"formula": "C24H66F3NaO22", "method": "wB97M-V/def2-TZVPD", "elements": ["H", "O", "O", "O", "H", "H", "H", "C", "H", "H", "O", "H", "C", "H", "H", "C", "H", "H", "O", "H", "O", "C", "O", "F", "H", "O", "O", "H", "H", "Na", "H", "C", "H", "H", "H", "H", "C", "H", "H", "H", "O", "H", "H", "F", "C", "H", "O", "H", "C", "C", "H", "H", "H", "C", "H", "H", "H", "C", "O", "H", "F", "C", "H", "H", "H", "O", "C", "H", "O", "H", "C", "O", "H", "H", "H", "H", "H", "H", "H", "H", "H", "C", "C", "H", "O", "H", "H", "H", "C", "H", "H", "H", "C", "C", "H", "H", "C", "C", "H", "H", "H", "C", "H", "O", "H", "C", "H", "O", "O", "H", "O", "H", "O", "C", "H", "O"], "positions_angstrom": [[0.256, 0.572, 3.861], [0.814, -2.922, -1.195], [-0.311, 0.205, -1.850], [-2.047, -0.658, 1.932], [-0.644, 3.100, -0.267], [-4.072, -4.236, -3.065], [3.958, -1.715, 3.258], [2.962, -1.288, 3.318], [4.190, 1.609, 1.046], [5.116, -0.158, -1.280], [-4.530, 5.499, 2.667], [-1.954, 0.961, -0.683], [2.875, -4.224, -0.994], [-5.756, -0.482, -2.486], [-1.392, 2.397, -6.812], [2.941, 4.088, 3.461], [-4.198, -2.432, -2.271], [0.015, -2.856, -1.745], [3.065, 0.088, 3.114], [1.035, 1.499, -3.411], [1.560, 2.131, -3.988], [-3.883, 4.235, 2.363], [3.723, 2.914, 3.712], [-1.180, -1.148, -5.298], [-3.526, 4.450, 0.295], [0.358, -1.857, 1.626], [-0.532, 2.738, -7.020], [4.626, -3.607, -1.379], [-1.665, -2.100, 3.365], [0.808, -0.805, -0.214], [2.594, -1.031, 5.402], [2.247, -1.706, 4.600], [3.503, -1.455, -0.620], [-2.270, 6.016, 1.379], [-3.327, -5.012, -1.675], [-1.565, 1.837, -2.210], [-0.862, -2.721, 1.542], [1.747, -3.738, -2.761], [0.500, -1.623, 2.584], [2.683, 5.519, 1.832], [0.356, 1.494, 0.607], [0.633, 2.473, -1.130], [2.486, -1.813, 2.449], [0.554, -2.102, -4.419], [-1.949, -1.986, 2.349], [2.707, 3.839, 1.321], [-1.403, -2.189, -2.559], [-2.472, -1.727, -1.239], [-1.122, 1.260, -1.332], [3.168, 4.522, 2.000], [-4.689, 0.515, -1.454], [0.874, -4.851, -1.679], [-2.581, -5.346, -4.633], [0.018, 2.805, -5.613], [-0.353, 0.153, 7.000], [-2.565, -0.524, 1.114], [-5.452, 5.409, 2.450], [-0.737, -2.342, -4.774], [-1.306, -4.287, -3.413], [-2.646, -2.789, -4.056], [-0.738, -3.201, -5.855], [-0.207, 2.165, -0.525], [-0.798, -0.565, -2.281], [3.288, 4.883, 4.125], [3.296, 0.185, 2.137], [-1.421, 1.797, 3.458], [1.568, -3.970, -1.696], [-4.165, -5.912, -2.783], [6.009, 0.526, 0.788], [-5.217, -1.952, -0.857], [-0.223, 1.520, 4.094], [0.797, -1.592, 4.355], [6.256, 0.852, 1.647], [0.239, -1.217, 5.076], [-0.293, 1.500, 1.366], [2.440, -2.744, 4.871], [0.975, 0.768, -5.451], [0.574, 1.876, 6.081], [3.666, 0.916, -1.510], [-3.233, -0.719, -3.466], [3.291, 2.059, 3.818], [4.832, 1.264, 0.251], [-0.396, 1.527, 5.626], [-0.710, -3.723, 2.021], [-1.925, 5.122, 1.398], [3.297, -5.176, -1.391], [-3.266, 3.875, 3.155], [-1.197, -2.825, 0.485], [-4.391, -1.660, -1.513], [0.391, 3.780, -5.531], [5.265, 2.134, -0.305], [-2.865, -2.518, 2.155], [-1.626, -2.939, -3.683], [-3.477, -5.087, -2.733], [1.986, 2.129, -6.013], [4.906, 3.858, 2.172], [4.216, 0.382, -0.765], [1.192, 1.891, -5.326], [-0.713, 2.509, -4.906], [-1.249, 2.128, 5.861], [0.412, 2.368, 3.958], [-4.716, -0.335, -2.185], [-2.539, 3.226, 1.110], [-0.706, 0.176, 6.114], [-1.725, -6.227, -3.421], [-2.985, 4.220, 1.172], [2.807, -4.371, 0.141], [-3.877, -0.017, -3.299], [3.773, -3.153, -1.224], [-1.778, 0.983, 3.072], [3.342, -0.609, -0.172], [1.882, 3.924, 3.604], [-3.261, -1.544, -0.675], [-2.268, -5.298, -3.618], [-4.700, 3.546, 2.221], [4.581, 4.667, 1.733]], "forces_ev_per_a": [[0.06, 0.15, -0.64], [0.38, 1.08, 1.25], [-0.41, -0.39, -0.07], [-0.17, 1.61, 0.32], [-0.89, 0.67, 0.51], [0.17, 0.10, 0.01], [0.47, -0.23, 0.66], [0.01, -2.19, -0.91], [-0.37, 0.12, 0.23], [-1.62, 0.93, 0.74], [1.49, -0.24, -0.12], [0.06, -0.52, -0.22], [-0.35, -1.03, 1.44], [-0.10, 0.49, -0.53], [-0.83, -0.34, -0.58], [0.29, -0.38, -0.94], [-0.30, 0.17, 0.15], [-0.69, 0.35, -0.39], [-0.07, 0.94, -1.70], [0.89, 1.03, -0.95], [-0.42, -0.97, 1.47], [-1.42, 0.00, -0.02], [0.70, 0.44, 0.13], [-0.12, -0.89, 0.98], [-0.54, 0.25, -1.37], [-1.18, -1.43, 0.50], [1.12, -0.15, 2.33], [-0.50, 1.00, 0.13], [-0.02, 0.63, 1.17], [0.59, 0.10, 0.00], [-0.40, -0.28, -0.07], [-0.94, 1.14, -0.31], [0.07, -0.16, 0.14], [-0.16, 0.14, 0.07], [0.79, 0.41, 0.58], [0.40, -0.53, 1.13], [0.52, 1.08, 0.70], [0.42, -0.43, 0.22], [-0.39, -0.41, -0.81], [0.46, -0.76, 0.17], [-0.97, -0.10, 1.01], [0.44, -0.21, -0.36], [-0.05, 0.63, 0.66], [-0.98, -0.55, -0.07], [0.39, -1.31, -2.24], [-0.27, -0.77, -0.55], [-0.27, 0.21, 0.00], [-0.17, -0.23, -0.16], [-0.23, 1.07, -1.24], [0.31, 1.82, 0.80], [0.09, -0.74, -0.49], [1.05, 0.06, 0.01], [-0.28, 0.08, -1.13], [0.22, -1.39, -2.70], [-0.08, -0.23, 0.48], [0.14, -0.86, 0.31], [-0.40, -0.02, -0.13], [0.88, -0.26, -2.23], [0.80, 0.60, -0.50], [-0.29, -0.53, -0.26], [0.34, 0.59, 0.74], [0.59, -0.61, -0.36], [-0.02, 0.55, 0.25], [0.02, -0.16, 0.06], [-0.49, -0.09, 1.74], [-0.85, -0.32, -1.12], [-1.01, -1.11, -1.06], [-0.28, -0.66, -0.48], [-1.39, 0.15, -0.72], [-0.09, -0.06, -0.30], [0.12, 0.04, 2.33], [0.56, -0.01, 0.31], [-0.05, 0.38, 0.45], [0.85, -0.02, -0.20], [0.85, 0.06, -1.10], [0.25, 0.09, -0.14], [-0.01, 1.61, -0.11], [-1.06, -0.22, -0.21], [-0.32, 0.58, -0.48], [-0.05, 0.02, 0.29], [-0.59, 0.21, -0.26], [2.79, 0.29, -0.25], [0.92, -1.21, -0.25], [0.19, 0.70, -0.59], [0.67, 0.00, -0.37], [-0.31, 0.61, 0.11], [0.14, 0.19, 1.12], [0.71, 0.08, 0.68], [0.48, 0.70, 0.41], [0.14, 1.55, 0.65], [-0.60, -0.35, 0.58], [-0.65, -0.23, 0.21], [0.30, 1.32, 1.65], [-0.81, -0.28, -0.34], [0.66, 0.11, 0.02], [0.40, 0.45, -0.28], [1.08, -2.32, -0.51], [-0.73, -2.01, -0.62], [-1.15, 0.35, 0.66], [-0.23, 0.79, 0.33], [0.80, 0.42, -0.72], [-0.13, -0.22, 0.15], [-0.09, -0.02, -0.13], [0.45, 0.54, -0.56], [-0.24, 0.08, 0.19], [0.45, 0.38, 1.07], [-0.43, 0.20, -1.43], [-0.31, 0.07, 0.30], [1.33, -0.57, -0.48], [-0.12, -0.19, 0.02], [0.12, 0.55, 0.01], [-0.33, -0.08, 0.19], [0.75, -0.05, 0.39], [0.09, 0.05, 1.05], [-0.12, -0.78, -0.09], [-0.97, -0.92, 0.56]], "e_above_lowest_ev": 0.000, "charge": 0, "e_lumo_ev": 0.021, "multiplicity": 1}